Run i
23
Properties=species:S:1:pos:R:3:nbo_charge:R:1 method="wB97M-V/def2-TZVPD" e_homo_ev=-9.54 e_lumo_ha=0.0377 orbital_gap_ev=10.56 smiles="CC(=O)C(C)C.CC=O"
C -0.590 1.523 -0.236 -0.75
C 0.453 0.613 0.344 0.64
O 1.629 0.718 0.064 -0.58
C -0.018 -0.438 1.338 -0.33
C 0.087 0.194 2.730 -0.59
C -1.424 -0.971 1.087 -0.62
H -1.228 1.921 0.548 0.23
H -1.211 0.948 -0.921 0.26
H -0.116 2.340 -0.775 0.23
H 0.699 -1.264 1.286 0.22
H -0.139 -0.544 3.493 0.21
H 1.089 0.573 2.903 0.22
H -0.617 1.016 2.834 0.20
H -1.639 -1.762 1.805 0.21
H -1.512 -1.378 0.087 0.24
H -2.169 -0.193 1.220 0.20
C 1.189 0.021 -2.892 -0.74
C 0.625 -1.106 -2.100 0.46
O -0.542 -1.290 -1.875 -0.56
H 0.402 0.632 -3.326 0.22
H 1.807 0.624 -2.227 0.27
H 1.834 -0.371 -3.675 0.23
H 1.391 -1.804 -1.713 0.11

***

Run ii
23
Properties=species:S:1:pos:R:3:nbo_charge:R:1 method="wB97M-V/def2-TZVPD" e_homo_ev="-6.68 / -7.22" e_lumo_ha="0.0042 / 0.0205" orbital_gap_ev="6.79 / 7.78"
C 1.930 0.895 0.268 0.32
C 0.962 0.181 -0.718 -0.21
C 0.360 -0.934 -0.049 -0.31
C -1.208 0.121 -0.377 -0.03
C 0.185 -2.038 -0.928 -0.46
C -2.328 -0.787 0.119 -0.64
C -1.215 1.438 0.386 -0.66
O 3.286 0.693 -0.136 -0.72
O 1.780 0.590 1.643 -0.74
H 2.402 1.149 2.127 0.49
H 3.420 -0.263 -0.196 0.47
H 1.806 1.981 0.153 0.13
H 1.150 0.319 -1.773 0.23
H 0.211 -1.017 1.024 0.26
H -1.322 0.268 -1.448 0.21
H -0.593 -2.758 -0.722 0.17
H 0.726 -2.179 -1.854 0.19
H -2.413 -1.693 -0.476 0.22
H -2.198 -1.054 1.170 0.21
H -3.272 -0.238 0.041 0.22
H -0.789 1.315 1.382 0.23
H -0.637 2.211 -0.119 0.22
H -2.244 1.798 0.482 0.21

***

run i comes first in stability; the runner-up is 5.038 eV higher.

***

Run i
15
Properties=species:S:1:pos:R:3:nbo_charge:R:1 method="wB97M-V/def2-TZVPD" e_homo_ev="-13.16 / -15.52" s2=2.01 e_lumo_ha="-0.1109 / -0.2420" orbital_gap_ev="10.15 / 8.93" total_charge=+1 multiplicity=3
C 1.505 -0.018 -0.611 -0.23
C 0.281 0.794 -0.811 -0.06
C -0.324 0.478 1.493 -0.03
C -1.418 -0.992 -0.108 -0.24
O 1.928 0.200 0.633 -0.21
O -0.781 0.300 0.207 -0.35
H 1.359 -1.032 -0.876 0.25
H 2.426 0.273 -1.254 0.30
H 0.389 1.859 -0.493 0.25
H -0.337 0.737 -1.686 0.23
H -0.134 -0.246 2.196 0.19
H -0.289 1.425 2.004 0.21
H -2.499 -0.918 0.160 0.26
H -1.256 -1.147 -1.207 0.22
H -0.850 -1.712 0.353 0.21

***

Run ii
15
Properties=species:S:1:pos:R:3:nbo_charge:R:1 method="wB97M-V/def2-TZVPD" e_homo_ev="-12.75 / -15.04" s2=2.01 e_lumo_ha="-0.1777 / -0.2540" orbital_gap_ev="7.92 / 8.13" total_charge=+1 multiplicity=3
C -0.574 0.541 0.001 0.73
C -0.080 1.823 -0.023 -0.85
C 2.205 -0.453 0.072 -0.38
C -2.064 -1.286 -0.051 -0.31
O 0.909 -0.932 0.014 -0.19
O -1.693 0.047 -0.146 -0.40
H 0.982 1.867 0.369 0.28
H -0.253 2.096 -1.074 0.31
H -0.403 2.709 0.618 0.33
H 2.792 -1.432 0.373 0.24
H 2.386 0.294 1.029 0.24
H 2.484 -0.015 -0.954 0.28
H -2.357 -1.702 1.001 0.25
H -2.948 -1.573 -0.790 0.25
H -1.385 -1.984 -0.438 0.22

***

run i comes first in stability; the runner-up is 0.843 eV higher.

***

Run i
17
Properties=species:S:1:pos:R:3:nbo_charge:R:1 method="wB97M-V/def2-TZVPD" e_homo_ev=-19.96 e_lumo_ha=-0.3193 orbital_gap_ev=11.27 total_charge=+2 smiles="CN(C=[NH2+])C(N)=[NH2+]"
C -1.244 -0.916 -0.366 -0.53
N -0.295 0.040 0.020 -0.37
C -0.358 1.350 0.033 0.40
N -1.491 1.979 -0.188 -0.66
C 1.089 -0.467 0.246 0.70
N 1.716 0.002 1.275 -0.72
N 1.495 -1.424 -0.498 -0.69
H -2.307 -0.477 -0.271 0.27
H -1.239 -1.293 -1.431 0.26
H -1.401 -1.977 0.239 0.31
H 0.500 2.018 0.164 0.26
H -1.439 2.925 -0.573 0.46
H -2.263 1.464 -0.624 0.44
H 1.444 0.895 1.725 0.45
H 2.537 -0.467 1.632 0.46
H 2.378 -1.792 -0.127 0.46
H 0.879 -1.860 -1.257 0.48

***

Run ii
17
Properties=species:S:1:pos:R:3:nbo_charge:R:1 method="wB97M-V/def2-TZVPD" e_homo_ev=-18.97 e_lumo_ha=-0.3142 orbital_gap_ev=10.42 total_charge=+2 smiles="NC(=[NH2+])[C@H](N)C=[NH2+]"
N -0.370 -2.308 -0.344 -0.68
C 0.215 -1.288 0.084 0.56
N 1.313 -1.342 0.815 -0.73
C -0.449 0.181 -0.044 -0.17
N -0.698 0.598 -1.397 -0.75
C 0.324 1.421 0.264 0.25
N -0.192 2.472 0.870 -0.60
H -1.358 -2.272 -0.661 0.47
H 0.006 -3.278 0.006 0.46
H 2.133 -0.704 0.871 0.47
H 1.532 -2.403 0.989 0.43
H -1.363 0.122 0.652 0.28
H -0.059 0.278 -2.047 0.41
H -1.567 0.842 -1.771 0.44
H 1.261 1.825 -0.281 0.27
H 0.287 3.428 0.630 0.48
H -1.016 2.427 1.363 0.43

***

Run iii
17
Properties=species:S:1:pos:R:3:nbo_charge:R:1 method="wB97M-V/def2-TZVPD" e_homo_ev=-20.68 e_lumo_ha=-0.3778 orbital_gap_ev=10.40 total_charge=+2 smiles=N[N@@+]1([NH+]2CC2)CN1
N -0.881 -1.222 -0.892 -0.53
N -0.927 -0.177 -0.134 0.22
N 0.654 0.598 -0.049 -0.33
C 1.416 0.249 1.141 -0.22
C 1.786 -0.302 -0.195 -0.27
C -2.059 0.676 -0.001 -0.05
N -1.560 -0.098 1.031 -0.35
H -0.859 -1.265 -1.882 0.46
H -0.831 -2.101 -0.437 0.43
H 0.829 1.462 -0.676 0.49
H 0.825 -0.396 1.791 0.24
H 1.901 1.128 1.671 0.31
H 2.736 0.004 -0.825 0.32
H 1.631 -1.279 -0.607 0.27
H -3.015 0.373 -0.501 0.27
H -2.119 1.777 -0.174 0.28
H -1.118 0.301 1.849 0.44

***

run i comes first in stability; the runner-up is 0.585 eV higher.